[1]
{"formula": "C22H13Co2N2O6", "method": "ωB97M-V with the def2-TZVPD basis set", "species": ["O", "C", "Co", "C", "O", "C", "O", "C", "C", "C", "C", "C", "C", "C", "C", "C", "Co", "C", "O", "C", "O", "C", "O", "H", "H", "H", "H", "H", "H", "H", "C", "C", "C", "C", "C", "C", "N", "C", "N", "H", "H", "H", "H", "H", "H"], "positions_angstrom": [[1.1134, 3.1312, -0.9285], [1.7107, 2.1680, -1.2677], [2.1580, 0.4817, -1.6701], [1.1192, 0.2048, -3.1303], [0.3814, -0.0199, -4.0120], [3.8229, 0.8254, -2.5687], [4.6716, 1.2877, -3.1996], [2.2162, -0.7861, -0.2894], [0.9905, -0.2427, -0.3972], [-0.3337, 0.0310, 0.2202], [-1.3903, -0.9019, -0.7128], [-2.7562, -0.5506, -0.6147], [-3.6888, -0.9592, -1.6110], [-3.2936, -1.7861, -2.6586], [-2.0031, -2.2704, -2.6674], [-1.0668, -1.8728, -1.7087], [3.3904, -1.8533, -1.6740], [5.1435, -1.7057, -2.1382], [6.2057, -1.7074, -2.5793], [2.4070, -2.4623, -3.0470], [1.9522, -2.9675, -3.9835], [3.4448, -3.2947, -0.6554], [3.4979, -4.3193, -0.1254], [2.6278, -0.9143, 0.7363], [-0.4601, 1.0484, -0.1632], [-3.1310, 0.0158, 0.2641], [-4.7536, -0.6917, -1.5530], [-4.0302, -2.1212, -3.3789], [-1.7674, -3.0317, -3.3867], [-0.1387, -2.4336, -1.7337], [-2.8066, 3.2401, 3.1386], [-2.2575, 2.4448, 2.0703], [-1.2427, 1.5046, 2.3585], [-0.7479, 1.5442, 3.6666], [-1.2431, 2.3078, 4.7090], [-2.3038, 3.1577, 4.4513], [0.2836, 0.6682, 3.7519], [0.5340, 0.1086, 2.5927], [-0.4497, 0.3780, 1.6926], [-3.6545, 3.9430, 3.0375], [-2.6493, 2.6057, 1.0458], [-0.8065, 2.1592, 5.6962], [-2.7502, 3.7280, 5.2566], [0.7417, 0.5282, 4.6975], [1.3130, -0.6202, 2.4695]], "forces_ev_per_angstrom": [[2.6, -3.7, -1.4], [-2.7, 3.8, 1.6], [0.4, 1.2, -2.7], [-2.5, -0.9, -3.3], [2.7, 1.0, 3.2], [0.9, 1.1, -0.8], [-1.9, -1.4, 1.6], [-0.6, -1.1, 2.8], [2.4, -1.1, 0.5], [-0.8, 0.7, -2.7], [-0.8, 0.5, 1.0], [-0.4, 0.1, -0.5], [0.3, 0.1, 0.8], [-0.3, 0.4, 0.7], [0.0, 0.1, 0.6], [0.2, 0.4, 0.6], [-1.3, 1.9, 0.9], [1.9, -0.2, -0.6], [-1.8, 0.0, 0.8], [-1.0, -1.8, -2.2], [0.8, 1.2, 2.0], [0.6, -2.8, 0.3], [-0.3, 2.4, -0.7], [0.1, -0.1, -0.7], [-0.9, -0.2, -0.3], [0.4, -0.1, -0.8], [0.6, 0.1, 0.2], [0.1, 0.1, -0.1], [0.4, -0.1, -0.2], [0.4, 0.6, 0.1], [0.6, -0.6, -0.4], [-1.0, 0.5, -0.3], [0.2, -0.5, 0.0], [-1.0, 0.2, -0.5], [-0.1, 0.0, 0.2], [0.3, -0.6, -0.5], [1.8, -0.2, 2.4], [-1.7, -1.3, -0.6], [0.7, 1.2, 1.3], [0.7, -0.6, -0.7], [0.2, -0.3, 0.8], [-0.2, 0.3, -0.1], [0.0, 0.0, -0.2], [-0.3, -0.1, -2.1], [0.1, -0.1, -0.3]], "total_energy_ev": -113532.358, "e_above_lowest_kcal_mol": 39.13, "charge": 1}

---

[2]
{"formula": "C22H13F3N2O3S", "method": "ωB97M-V with the def2-TZVPD basis set", "species": ["N", "O", "O", "F", "F", "F", "C", "O", "C", "C", "C", "C", "C", "C", "C", "C", "C", "C", "C", "C", "C", "C", "C", "C", "C", "C", "C", "C", "N", "C", "S", "H", "H", "H", "H", "H", "H", "H", "H", "H", "H", "H", "H", "H"], "positions_angstrom": [[-6.2625, -2.1620, -1.8832], [-1.8392, 1.8050, 2.2717], [-1.2513, 0.5877, 4.2703], [-4.6524, 0.3522, 2.2438], [-4.1248, -0.9921, 3.8628], [-4.3539, 1.1236, 4.3421], [-5.1705, -1.7963, -1.6897], [-1.5467, -0.7638, 2.1641], [-3.2741, -1.2346, -0.2973], [-3.0133, -1.0778, -2.7466], [-3.8342, -1.3523, -1.5468], [-1.1148, -0.5096, 0.8836], [0.2556, -0.1846, 0.4178], [-1.7055, -0.6930, -2.6126], [-1.8889, -0.7626, -0.1938], [0.1779, -0.2239, -0.9917], [3.7484, 0.6290, 2.8817], [3.5024, 0.7766, -3.4886], [2.5176, 1.2633, 3.1483], [3.8330, -0.1858, 1.7671], [2.7108, -0.3705, -3.7837], [3.1666, 1.6378, -2.4421], [1.4235, 1.0059, 2.3204], [2.7161, -0.3988, 0.9521], [1.6181, -0.6474, -2.9606], [2.0515, 1.3149, -1.6238], [1.4607, 0.1257, 1.2447], [1.2737, 0.1686, -1.8769], [-1.1235, -0.5911, -1.3243], [-3.9123, 0.2674, 3.3882], [-2.1000, 0.5756, 3.0460], [-3.8245, -1.4611, 0.6513], [-3.4570, -1.2459, -3.7267], [-1.0715, -0.4739, -3.4722], [4.5402, 0.8460, 3.5843], [4.3512, 1.0685, -4.1387], [2.3544, 1.9324, 3.9810], [4.7391, -0.6894, 1.4731], [3.0292, -0.9801, -4.6111], [3.7733, 2.5075, -2.2759], [0.5448, 1.5658, 2.5729], [2.8778, -1.1408, 0.1891], [1.0278, -1.5613, -3.1591], [1.8272, 1.9453, -0.8112]], "forces_ev_per_angstrom": [[2.0, 0.7, 0.5], [-2.2, -2.6, 0.6], [-3.4, -1.2, -2.1], [1.2, 0.5, 1.4], [0.8, 1.3, -0.5], [0.8, -0.7, -1.7], [-2.5, -0.9, -0.7], [-1.4, 1.3, 1.4], [0.7, 0.5, 0.1], [0.5, 0.1, 1.0], [1.8, 0.2, 0.3], [2.6, 0.4, -0.2], [-1.8, -0.2, 0.0], [-0.8, -0.4, 0.6], [-2.1, -0.9, -0.5], [-0.4, 0.2, 2.3], [-1.1, 0.9, 0.6], [-0.3, 0.0, -0.6], [0.2, -0.9, -1.0], [-0.4, 0.2, -0.3], [0.7, 1.6, 1.1], [-1.2, -1.5, 0.1], [0.0, 0.5, 0.7], [0.5, -0.9, 0.6], [0.1, -0.7, -0.7], [0.8, -0.5, -1.5], [0.1, 0.2, -0.3], [0.5, 0.2, -0.8], [0.3, 0.4, -2.1], [-2.3, -1.3, 0.5], [6.7, 2.7, 0.8], [0.5, 0.3, -1.2], [0.2, 0.3, 0.3], [-0.1, -0.1, 0.5], [0.4, -0.3, -0.3], [-0.6, -0.5, 0.4], [0.3, 0.0, 0.1], [0.3, 0.0, 0.2], [-0.3, -0.3, -0.1], [0.0, 0.3, 0.3], [-0.5, -0.1, -0.2], [-0.3, 0.0, -0.5], [0.4, 0.6, 0.2], [-0.4, 0.6, 0.9]], "total_energy_ev": -51132.743, "smiles": "N#Cc1ccn2c(-c3ccccc3)c(-c3ccccc3)c(OS(=O)(=O)C(F)(F)F)c2c1", "charge": 0}

---

[3]
{"formula": "C22H14BrIrN3O2", "method": "ωB97M-V with the def2-TZVPD basis set", "species": ["Ir", "O", "C", "O", "C", "C", "C", "N", "C", "C", "C", "C", "C", "C", "C", "N", "C", "C", "C", "C", "C", "N", "H", "H", "H", "H", "H", "H", "H", "H", "H", "H", "Br", "C", "C", "C", "C", "C", "C", "H", "H", "H", "H"], "positions_angstrom": [[-0.1381, -0.2935, -0.2867], [4.4612, 1.6055, 4.3073], [4.4663, 2.1229, 3.1967], [5.1473, 2.8757, 2.5097], [3.1400, 1.6397, 2.3484], [2.9598, 2.0924, 1.0490], [1.8707, 1.6416, 0.3386], [0.9958, 0.7940, 0.9278], [1.1797, 0.3070, 2.1761], [2.2611, 0.7296, 2.9165], [0.1985, -0.7150, 2.5719], [0.2091, -1.3745, 3.7840], [-0.7181, -2.3776, 4.0185], [-1.6610, -2.6698, 3.0441], [-1.6267, -1.9560, 1.8642], [-0.7075, -1.0098, 1.6247], [1.5780, 1.9183, -1.0757], [2.3594, 2.7126, -1.8897], [2.0361, 2.8339, -3.2322], [0.9105, 2.1858, -3.7187], [0.1619, 1.4262, -2.8437], [0.4966, 1.2796, -1.5539], [3.6942, 2.7676, 0.6257], [2.4642, 0.3614, 3.9150], [0.9438, -1.1106, 4.5314], [-0.7046, -2.9263, 4.9505], [-2.4119, -3.4322, 3.1908], [-2.3555, -2.1308, 1.0840], [3.2173, 3.2237, -1.4762], [2.6545, 3.4283, -3.8911], [0.6109, 2.2667, -4.7533], [-0.7373, 0.9210, -3.1699], [3.9946, -5.1854, -2.0336], [2.8313, -3.7880, -1.5371], [1.4679, -3.9289, -1.7347], [0.6123, -2.8977, -1.3679], [1.1263, -1.7343, -0.8184], [2.4939, -1.6013, -0.6161], [3.3521, -2.6300, -0.9786], [1.0729, -4.8365, -2.1693], [-0.4568, -3.0230, -1.5253], [2.9130, -0.6999, -0.1853], [4.4179, -2.5256, -0.8282]], "forces_ev_per_angstrom": [[-0.4, 2.5, 1.6], [0.4, 0.2, 0.2], [-1.2, -0.5, -0.8], [0.4, 0.1, 0.3], [1.0, 0.3, 0.6], [-0.4, 0.0, -0.2], [0.1, 0.1, 0.2], [-0.2, -1.0, -0.8], [0.2, 0.1, 0.0], [-0.4, 0.0, -0.1], [0.1, 0.1, 0.0], [0.0, 0.1, 0.2], [0.0, 0.0, 0.0], [-0.1, 0.1, 0.1], [-0.1, 0.0, 0.0], [0.1, -1.4, -1.0], [0.1, 0.0, 0.1], [0.1, 0.2, 0.1], [-0.1, 0.0, 0.0], [-0.1, 0.1, 0.1], [-0.1, 0.0, 0.0], [0.1, -1.4, -1.0], [0.1, 0.0, 0.2], [0.1, 0.1, 0.0], [0.0, 0.0, 0.0], [0.0, 0.0, 0.0], [0.0, 0.0, 0.0], [0.1, -0.1, -0.1], [0.0, 0.0, 0.0], [0.0, 0.0, 0.0], [0.0, 0.0, 0.0], [0.1, -0.1, 0.0], [0.0, 0.0, 0.0], [0.1, 0.0, 0.0], [0.0, 0.0, -0.1], [-0.4, 0.1, 0.0], [0.3, 0.3, 0.4], [0.1, 0.1, -0.1], [-0.1, 0.0, 0.0], [0.0, 0.0, 0.0], [0.0, -0.1, 0.0], [0.0, -0.1, 0.0], [0.0, 0.0, 0.0]], "total_energy_ev": -104480.224, "e_above_lowest_kcal_mol": 15.76, "charge": 1}

---

Number 1: highest occupied orbital energy -10.7 eV. Number 2: highest occupied orbital energy -8.2 eV. Number 3: highest occupied orbital energy -10.7 eV.